This record from the OMol25 dataset describes C4H4O2 in the gas phase at a distorted geometry. The level of theory is ωB97M-V with the def2-TZVPD basis set.

```
10
Properties=species:S:1:pos:R:3:lowdin_charge:R:1
O -0.4352 -1.8738 1.1483 0.0838
C -0.1587 -0.9991 0.3746 -0.3516
C 0.8704 0.3283 0.6591 -0.0079
C -0.0215 0.9715 -0.2900 -0.1647
O 0.0972 0.3737 -1.5218 -0.0092
C -0.7616 -0.4878 -0.8370 -0.0625
H 1.8782 0.1378 0.2994 0.1128
H 0.8297 0.6442 1.7028 0.1156
H -0.7062 1.7742 -0.1153 0.1377
H -1.5874 -0.8895 -1.4175 0.1460
```

## Properties
**SMILES string**: O=C1C[C@H]2O[C@@H]12
**M**: 84.07 g mol⁻¹
**Relative energy (zero: lowest compared OMol25 entry of this formula, charge and spin)**: 63.1 kcal/mol



This record from the OMol25 dataset describes 9 unconnected molecules or ions with the total composition C27H72O9 at a distorted geometry. The level of theory is ωB97M-V with the def2-TZVPD basis set.

```
108
Properties=species:S:1:pos:R:3:lowdin_charge:R:1
C -1.3337 1.5267 5.7391 -0.0462
C 0.1827 1.5264 5.4602 -0.4976
C 1.0381 1.6305 6.7265 -0.0505
O 0.4744 0.2820 4.9078 -0.0736
H -1.8980 1.5365 4.8066 0.0534
H -1.5988 2.4363 6.2780 0.0709
H -1.6850 0.7054 6.3637 0.0827
H 0.4641 2.2267 4.6738 0.1305
H 0.9126 0.8296 7.4551 0.0847
H 0.8760 2.5944 7.2089 0.0745
H 2.0759 1.6221 6.3931 0.0732
H 0.2264 0.3309 3.9817 0.0350
C 0.1344 -2.6789 -4.1594 -0.0508
C -0.1650 -1.7941 -5.3512 -0.5068
C 0.5183 -2.2077 -6.6669 -0.0450
O -1.5473 -2.0236 -5.5538 -0.0469
H 1.1811 -2.4905 -3.9207 0.0550
H 0.0600 -3.7423 -4.3865 0.0979
H -0.4374 -2.3633 -3.2867 0.0771
H 0.0046 -0.7496 -5.0897 0.1011
H 1.6072 -2.1574 -6.6665 0.0671
H 0.2114 -1.6241 -7.5349 0.0822
H 0.3168 -3.2622 -6.8553 0.0880
H -1.8531 -1.1611 -5.8440 0.0867
C 2.5423 0.4448 -2.7229 0.0171
C 2.8068 1.4532 -3.8495 -0.3044
C 2.8216 0.7692 -5.2640 0.0116
O 1.8006 2.4802 -3.8347 0.2618
H 1.5250 0.0554 -2.7628 0.0974
H 2.7578 0.8715 -1.7434 0.0777
H 3.2221 -0.4035 -2.8033 0.1081
H 3.7354 1.9626 -3.5918 0.1944
H 1.8466 0.3735 -5.5486 0.0692
H 3.4968 -0.0841 -5.1985 0.0991
H 3.0762 1.4564 -6.0709 0.0974
H 1.7418 2.8706 -2.9596 0.0753
C -2.9241 2.7350 1.2268 -0.0365
C -3.8489 1.6540 1.6811 -0.4772
C -4.3474 0.7768 0.5186 -0.0402
O -3.1656 0.7724 2.5332 -0.0681
H -2.8407 3.5453 1.9511 0.0920
H -3.2765 3.1693 0.2913 0.0775
H -1.9196 2.3653 1.0209 0.0623
H -4.6995 2.0763 2.2162 0.1436
H -4.8392 1.4732 -0.1607 0.0734
H -5.1223 0.0357 0.7146 0.0882
H -3.4953 0.3904 -0.0405 0.0578
H -3.7834 0.1146 2.8606 0.1058
C -1.2025 3.1678 -2.6301 -0.0545
C -1.6990 2.1506 -3.6404 -0.4830
C -2.3230 0.9351 -2.9539 -0.0344
O -2.6829 2.7823 -4.4245 -0.0295
H -0.7403 2.6142 -1.8128 0.0569
H -2.0068 3.7320 -2.1581 0.0891
H -0.4844 3.8929 -3.0130 0.0712
H -0.8986 1.7496 -4.2622 0.1216
H -1.7131 0.6225 -2.1062 0.0592
H -2.3172 0.1161 -3.6731 0.0701
H -3.3334 1.0338 -2.5570 0.0828
H -3.3762 3.0940 -3.8381 0.0935
C 2.3241 -3.6814 -1.2798 -0.0555
C 3.3163 -3.7758 -0.1572 -0.5756
C 2.7032 -4.4116 1.0703 -0.0474
O 4.3991 -4.4745 -0.5583 -0.0118
H 2.7562 -3.0694 -2.0715 0.0672
H 1.3444 -3.3127 -0.9759 0.0618
H 2.1567 -4.6822 -1.6780 0.0935
H 3.6912 -2.8036 0.1627 0.1319
H 1.7586 -3.8946 1.2393 0.0663
H 3.3263 -4.3775 1.9639 0.0866
H 2.4515 -5.4671 0.9671 0.0863
H 4.0600 -5.2364 -1.0338 0.0971
C 3.5059 4.7928 -0.0019 -0.0418
C 2.4948 3.7167 -0.2324 -0.5104
C 1.3114 3.7458 0.7536 -0.0163
O 1.9248 3.8978 -1.4674 -0.0725
H 4.0602 4.5708 0.9100 0.0999
H 3.0382 5.7765 0.0393 0.0944
H 4.2419 4.8427 -0.8043 0.0893
H 3.0513 2.7801 -0.2678 0.1326
H 0.5030 3.0651 0.4865 0.0558
H 0.9391 4.7564 0.9216 0.0937
H 1.6852 3.3740 1.7077 0.0872
H 1.6809 4.8255 -1.5061 0.1191
C 1.7253 -0.2772 1.2092 -0.0105
C 0.1988 -0.0419 0.8922 -0.4545
C -0.5226 -1.2360 0.3421 -0.0391
O -0.3852 0.3895 2.1122 -0.0721
H 2.2445 -0.5773 0.2990 0.0472
H 1.9166 -1.0404 1.9635 0.0887
H 2.2341 0.6420 1.4996 0.0667
H 0.0459 0.7933 0.2087 0.1020
H -1.5383 -0.9969 0.0269 0.0678
H -0.6332 -2.0594 1.0476 0.0860
H -0.0350 -1.5758 -0.5716 0.0565
H -1.3372 0.4037 1.9888 0.0414
C -2.2878 -4.8658 4.9126 -0.0553
C -2.8188 -3.4401 4.8198 -0.5204
C -2.0330 -2.4903 3.8941 -0.0447
O -4.1226 -3.3818 4.3680 -0.0360
H -2.8703 -5.3480 5.6977 0.0731
H -1.2557 -4.8913 5.2620 0.0812
H -2.4739 -5.5066 4.0507 0.0813
H -2.6861 -3.0400 5.8250 0.1317
H -0.9710 -2.7003 4.0213 0.0794
H -2.1276 -1.4213 4.0852 0.0589
H -2.3547 -2.6620 2.8669 0.0737
H -4.7352 -3.8752 4.9184 0.0968
```

## Properties
**M**: 540.86 g mol⁻¹
**<S²>**: 0.754
**Charge**: +1
**Multiplicity**: 2
**Relative energy (zero: lowest compared OMol25 entry of this formula, charge and spin)**: 11.1 kcal/mol



This record from the OMol25 dataset describes 7 unconnected molecules or ions with the total composition C22H25N7O4 at a distorted geometry. The level of theory is ωB97M-V with the def2-TZVPD basis set.

```
58
Properties=species:S:1:pos:R:3:lowdin_charge:R:1
O -2.4781 -1.7083 -0.1147 0.0636
N -1.5386 -2.4514 0.1525 -0.3458
O -1.5080 -3.6058 -0.2349 0.0716
C -0.4312 -1.9249 0.9881 -0.1213
C 0.5950 -2.7622 1.4658 0.0137
C 1.5800 -2.1973 2.2533 -0.0936
C 1.6294 -0.8889 2.5447 -0.0917
C 0.6800 -0.0512 1.9980 -0.0676
C -0.3715 -0.5485 1.2428 -0.0004
H 0.4284 -3.8204 1.3286 0.1176
H 2.2841 -2.7975 2.8104 0.1129
H 2.3669 -0.5071 3.2352 0.1145
H 0.7247 1.0067 2.2105 0.1088
H -1.0373 0.2141 0.8667 0.1178
O -2.7717 5.8388 -7.2947 0.0635
N -3.0129 4.9539 -6.4798 -0.3442
O -2.2034 4.1048 -6.1786 0.0876
C -4.3619 5.0206 -5.8630 -0.1244
C -5.2430 6.0645 -6.1796 0.0105
C -6.5551 6.0102 -5.6659 -0.0490
C -6.9027 5.0072 -4.7674 -0.0805
C -5.9933 4.0792 -4.3778 -0.1000
C -4.7585 4.1312 -4.8863 -0.0364
H -5.0744 6.6840 -7.0480 0.1158
H -7.2063 6.8329 -5.9220 0.1052
H -7.8825 4.9058 -4.3246 0.1092
H -6.2623 3.4267 -3.5603 0.1187
H -4.0932 3.3470 -4.5566 0.1238
C 1.5605 -13.1731 0.7208 -0.0771
C 1.8618 -11.7922 1.1368 -0.2761
N 2.1190 -10.7116 1.5112 0.1124
H 0.8478 -13.0934 -0.1000 0.0812
H 1.3633 -13.9010 1.5079 0.0830
H 2.5038 -13.5474 0.3231 0.0767
C 11.3580 1.5419 7.8541 -0.0778
C 10.1680 1.7366 7.0401 -0.2888
N 9.1624 1.9247 6.4783 0.1166
H 11.0209 1.2862 8.8587 0.0835
H 11.9301 2.4696 7.8428 0.0847
H 11.8972 0.6638 7.4988 0.0818
C -4.6029 -8.2901 2.8144 -0.0676
C -5.7819 -9.0817 3.2506 -0.2860
N -6.6761 -9.6614 3.6433 0.1187
H -4.7974 -7.2471 3.0645 0.0785
H -4.3669 -8.5277 1.7771 0.0800
H -3.7541 -8.4966 3.4664 0.0764
C 6.3831 3.1795 -0.3059 -0.0690
C 5.0694 3.6640 -0.7960 -0.2818
N 4.0675 4.0923 -1.2064 0.1123
H 6.2979 3.3790 0.7623 0.0795
H 7.2023 3.7471 -0.7473 0.0799
H 6.4916 2.1338 -0.5934 0.0792
C -2.0557 7.7821 -1.3200 -0.0685
C -1.7420 9.0850 -2.0581 -0.2440
N -1.5169 10.0705 -2.6555 0.1020
H -3.1439 7.7422 -1.2716 0.0663
H -1.7348 7.7692 -0.2784 0.0712
H -1.7349 6.8918 -1.8610 0.0730
```

## Properties
**SMILES string**: O=[N+]([O-])c1ccccc1.O=[N+]([O-])c1ccccc1.CC#N.CC#N.CC#N.CC#N.CC#N
**M**: 451.49 g mol⁻¹
**Relative energy (zero: lowest compared OMol25 entry of this formula, charge and spin)**: 31.4 kcal/mol



This record from the OMol25 dataset describes a molecular structure, Br4Ni. The level of theory is ωB97M-V with the def2-TZVPD basis set.

```
5
Properties=species:S:1:pos:R:3:lowdin_charge:R:1
Ni 0.0271 0.0324 0.1728 -0.4125
Br 0.0350 -2.4125 1.1464 -0.4463
Br 1.6770 -0.4507 -1.6718 -0.3782
Br 0.6291 2.5602 0.5144 -0.4392
Br -2.3682 0.2707 -0.1619 -0.3237
```

## Properties
**M**: 378.31 g mol⁻¹
**<S²>**: 2.005
**Charge**: -2
**Multiplicity**: 3
**Relative energy (zero: lowest compared OMol25 entry of this formula, charge and spin)**: 7.4 kcal/mol



This record from the OMol25 dataset describes Br2ClP in the gas phase at a distorted geometry. The level of theory is ωB97M-V with the def2-TZVPD basis set.

```
4
Properties=species:S:1:pos:R:3:lowdin_charge:R:1
Cl -0.2892 1.8970 0.5613 0.0591
P -0.0884 0.2386 -0.6517 -0.2381
Br 1.8768 -0.7448 0.0279 0.0795
Br -1.4991 -1.3908 0.0625 0.0994
```

## Properties
**SMILES string**: ClP(Br)Br
**M**: 226.24 g mol⁻¹
**Relative energy (zero: lowest compared OMol25 entry of this formula, charge and spin)**: 0.0 kcal/mol



This record from the OMol25 dataset describes a molecular structure, C13H37CrO9S6 at a distorted geometry. The level of theory is ωB97M-V with the def2-TZVPD basis set.

```
66
Properties=species:S:1:pos:R:3:lowdin_charge:R:1
Cr -18.9964 -8.6342 6.9782 0.7782
O -15.6988 -8.7921 8.1643 0.1704
C -16.8961 -8.9995 7.7746 -0.7707
O -17.2320 -9.5153 6.6913 -0.0254
O -17.8147 -8.5092 8.5516 -0.1194
H -15.0812 -9.0596 7.4357 0.0587
C -22.5980 -7.3063 9.3107 -0.2188
S -21.6180 -8.7302 8.6932 0.9828
O -20.7521 -7.9365 7.6702 -0.6413
C -20.6176 -9.0851 10.1290 -0.2485
H -23.1809 -7.5917 10.1875 0.0645
H -23.1509 -6.9932 8.4554 0.0393
H -21.9158 -6.4149 9.5380 0.0863
H -20.6344 -8.2728 10.8760 0.0709
H -19.5152 -9.2243 9.8749 0.0719
H -21.0212 -10.0089 10.5628 0.0608
C -18.4840 -5.5147 8.3824 -0.2922
S -18.9645 -5.1003 6.8056 0.8918
O -18.9801 -6.4065 6.0968 -0.5688
C -20.7165 -4.6295 7.1611 -0.2046
H -18.6060 -4.7268 9.1382 0.0828
H -17.4267 -5.9146 8.4024 0.0954
H -19.1866 -6.2771 8.6884 0.0260
H -21.2250 -4.4250 6.2112 0.0616
H -20.8312 -3.8160 7.8624 0.0565
H -21.2053 -5.5026 7.6285 0.0172
C -13.7474 -5.9074 10.6764 -0.2559
S -13.5204 -4.1256 10.9209 0.8241
O -14.0481 -3.3673 9.7005 -0.5860
C -11.6942 -3.9877 10.8427 -0.2354
H -14.8075 -6.1237 10.5746 0.0473
H -13.3712 -6.2802 11.6143 0.0406
H -13.2288 -6.1953 9.7420 0.0615
H -11.3133 -4.7658 11.5290 0.0609
H -11.4390 -3.0048 11.1103 0.0255
H -11.4711 -4.1608 9.7599 0.0566
C -19.0950 -7.3203 3.0998 -0.2580
S -18.8738 -8.8796 3.9223 0.9277
O -19.8727 -8.8862 5.1419 -0.5968
C -19.4394 -10.0372 2.6888 -0.2356
H -18.6260 -7.4580 2.0699 0.0860
H -18.6459 -6.4478 3.5404 0.0355
H -20.1857 -7.0095 3.0612 0.0967
H -18.7660 -9.9760 1.8011 0.0823
H -20.4679 -9.7166 2.4619 0.0703
H -19.4716 -11.0197 3.1437 0.0602
C -12.5102 -8.0519 5.4204 -0.2713
S -12.5943 -9.6718 6.1422 0.8983
O -13.9919 -9.9734 6.6653 -0.5499
C -12.3456 -10.7015 4.5687 -0.1901
H -13.0902 -8.0095 4.5072 0.0615
H -11.4563 -7.9721 5.1109 0.0644
H -12.7759 -7.2922 6.1198 0.0349
H -12.3376 -11.7587 4.8745 0.0641
H -11.4154 -10.3540 4.1844 0.0288
H -13.0696 -10.2868 3.8643 0.0521
C -11.3188 -4.4037 6.2342 -0.3130
S -12.4935 -3.4874 5.3294 0.8102
O -13.7267 -4.3559 5.2472 -0.5708
C -12.8155 -2.2462 6.6444 -0.2360
H -10.4498 -3.7962 6.5183 0.0667
H -10.8915 -5.1743 5.5341 0.0615
H -11.7610 -4.9412 7.0090 0.0169
H -13.3112 -2.8046 7.4537 0.0305
H -13.3404 -1.4523 6.0393 0.0660
H -11.8811 -1.8789 7.0500 0.0420
```

## Properties
**M**: 581.83 g mol⁻¹
**<S²>**: 6.010
**Charge**: +1
**Multiplicity**: 5
**E_tot**: -125933.3261 eV